Entry 1:
Formula: C22H51N7O7P
Source: OMol25
Level of theory: ωB97M-V with the def2-TZVPD basis set

Total charge ... +1
Largest force on an atom ... 0.9 eV/A
Kohn-Sham gap ... 6.8 eV
HOMO ... -10.648 eV
Energy relative to the best compared isomer or geometry (same formula, charge and spin) ... 0.0 kcal/mol

```
88
Properties=species:S:1:pos:R:3:forces:R:3:lowdin_charge:R:1
C 0.320067 0.576077 -1.365430 0.1 -0.1 0.0 -0.16
C -0.211772 1.823050 -2.082445 0.0 0.0 0.1 -0.40
P -0.958476 3.032546 -0.905195 -0.2 0.1 0.3 0.99
C -0.896317 4.622343 -1.840029 0.1 0.0 0.0 -0.27
C -2.799199 2.690708 -1.067493 0.2 0.0 -0.2 -0.45
C -3.423433 2.549476 -2.470095 0.1 -0.2 0.0 -0.09
N -4.492988 1.451310 -2.311035 0.1 0.4 0.1 0.13
C -4.675889 1.304897 -0.821349 0.0 0.1 0.0 -0.37
O -5.405581 0.150963 -0.624124 0.1 -0.1 -0.2 -0.09
N -5.266690 -0.425646 0.850514 0.4 -0.6 -0.5 0.11
O -5.839456 0.195238 1.586118 -0.4 0.6 0.5 0.20
C -3.227029 1.392293 -0.381388 0.2 -0.2 -0.3 -0.14
H 0.311224 -0.297131 -2.017405 0.0 0.0 0.0 0.07
H 1.342186 0.734239 -1.023802 0.0 0.0 0.0 0.06
H -0.264302 0.324327 -0.476307 -0.1 0.0 -0.1 0.05
H 0.604029 2.368087 -2.560151 0.0 -0.1 0.0 0.08
H -0.893055 1.540311 -2.888378 0.0 0.1 0.0 0.06
H -1.867425 5.120024 -1.830230 0.0 0.0 0.1 0.03
H -0.179338 5.280847 -1.351103 0.0 0.0 0.0 0.04
H -0.600008 4.477287 -2.877523 -0.1 0.0 0.0 0.02
H -3.265879 3.545481 -0.570425 0.0 -0.1 0.1 0.11
H -2.728665 2.195039 -3.224819 0.0 0.1 0.0 0.09
H -3.902908 3.448693 -2.843632 0.0 0.0 0.0 0.13
H -4.140316 0.565769 -2.676135 -0.1 -0.1 0.0 0.19
H -5.375069 1.658051 -2.775832 0.0 0.0 -0.1 0.18
H -5.202302 2.221042 -0.523703 -0.1 -0.1 0.1 0.17
H -2.679335 0.562508 -0.847525 0.0 -0.1 0.2 0.13
H -3.057350 1.326943 0.690127 -0.1 0.3 0.0 0.13
C -1.741020 -4.371125 -0.316044 -0.1 0.0 0.0 -0.35
O -1.385450 -3.477270 -1.062510 0.0 0.0 0.0 0.00
N -2.541227 -4.176834 0.752512 0.1 0.1 -0.1 -0.19
C -2.971818 -5.248711 1.623683 0.0 -0.1 0.1 -0.05
C -2.979639 -2.818695 0.997833 0.0 0.0 0.1 -0.07
H -1.440330 -5.421743 -0.455131 0.0 0.0 0.0 0.14
H -4.058862 -5.344959 1.627082 0.0 0.0 0.0 0.10
H -2.639220 -5.088511 2.650909 0.0 0.0 0.0 0.09
H -2.550256 -6.188773 1.271593 0.0 0.0 0.0 0.08
H -3.533936 -2.436520 0.139568 0.0 0.0 0.0 0.07
H -2.122122 -2.162206 1.159399 0.0 0.0 0.0 0.09
H -3.618489 -2.804202 1.878859 0.0 0.0 0.0 0.08
C -2.431683 4.970033 -5.204306 0.2 0.0 -0.1 -0.34
O -2.030265 3.868243 -4.857886 -0.2 -0.1 0.0 -0.02
N -3.346884 5.177606 -6.162830 0.0 0.0 0.0 -0.19
C -3.769257 6.510218 -6.548577 0.0 0.0 0.0 -0.05
C -3.892735 4.028769 -6.865076 0.0 0.0 0.0 -0.04
H -2.049607 5.900475 -4.754372 0.0 0.0 0.0 0.14
H -4.843231 6.638264 -6.405555 0.0 0.0 0.0 0.09
H -3.532717 6.706963 -7.595088 0.0 0.0 0.0 0.10
H -3.248070 7.243194 -5.935493 0.0 0.0 0.0 0.09
H -4.410103 3.358399 -6.176977 0.0 0.0 0.0 0.08
H -3.101303 3.458345 -7.350856 0.0 0.0 0.0 0.10
H -4.596968 4.379391 -7.615178 0.0 0.0 0.0 0.09
C 1.975410 2.436452 1.316896 0.0 0.0 0.1 -0.38
O 2.004931 3.202522 0.369075 0.0 0.0 -0.2 -0.03
N 3.051034 2.053007 2.020752 0.0 0.0 0.0 -0.19
C 2.954255 1.140392 3.138600 0.0 0.0 0.0 -0.05
C 4.358940 2.581293 1.660324 0.0 0.0 0.0 -0.03
H 1.031565 1.990587 1.678647 0.0 0.0 0.0 0.12
H 3.307710 1.608205 4.059137 0.0 0.0 0.0 0.09
H 3.549780 0.242268 2.964290 0.0 0.0 0.0 0.09
H 1.913964 0.847020 3.275744 0.0 0.0 0.0 0.08
H 4.361882 3.669288 1.728505 0.0 0.0 0.0 0.10
H 4.610372 2.313821 0.633010 0.0 0.0 0.0 0.09
H 5.104984 2.168760 2.334454 0.0 0.0 -0.1 0.06
C -1.844293 -8.099735 3.804247 0.0 0.0 0.0 -0.37
O -2.932738 -7.843446 4.280029 0.0 0.1 0.0 0.01
N -0.665970 -7.785136 4.380419 -0.1 0.0 0.0 -0.20
C 0.602727 -8.102339 3.764373 0.0 -0.1 0.0 -0.06
C -0.690038 -7.121615 5.672497 0.0 0.0 0.0 -0.04
H -1.725623 -8.614828 2.834991 0.0 0.0 0.0 0.13
H 1.194228 -8.769877 4.394046 0.0 0.0 0.0 0.09
H 1.188145 -7.199984 3.574918 0.0 0.0 0.0 0.09
H 0.423758 -8.601794 2.813213 0.0 0.0 0.0 0.08
H -1.204038 -7.733749 6.413567 0.0 0.0 0.0 0.10
H -1.214931 -6.167679 5.610723 0.0 0.0 0.0 0.09
H 0.334059 -6.949195 5.995802 0.0 0.0 0.0 0.09
C 7.842303 0.798463 1.899594 0.1 0.0 0.0 -0.34
O 7.245042 1.435987 2.748678 0.0 -0.1 0.0 0.00
N 9.025491 0.192447 2.103187 0.0 0.0 0.0 -0.20
C 9.702064 -0.549274 1.062137 0.0 0.0 0.0 -0.06
C 9.637114 0.301039 3.417341 0.0 0.0 0.0 -0.04
H 7.455970 0.668418 0.874573 0.0 0.0 0.0 0.13
H 9.842451 -1.593165 1.349216 0.0 0.0 0.0 0.09
H 10.680016 -0.117082 0.842083 0.0 0.0 0.0 0.09
H 9.102227 -0.520128 0.153756 0.0 0.0 0.0 0.08
H 8.986764 -0.121854 4.183085 0.0 0.0 0.0 0.09
H 9.819759 1.344473 3.673823 0.0 0.0 0.0 0.09
H 10.581150 -0.238685 3.407501 0.0 0.0 0.0 0.09
```
Forces are in eV/Å.

---

Entry 2:
Formula: C49H50BaN3O3P2SSbSe4
Source: OMol25
Level of theory: ωB97M-V with the def2-TZVPD basis set

Total charge ... -2
Largest force on an atom ... 3.8 eV/A
Kohn-Sham gap ... 3.2 eV
HOMO ... -0.304 eV

```
114
Properties=species:S:1:pos:R:3:forces:R:3:lowdin_charge:R:1
Ba 0.165334 0.128515 0.028103 -3.3 -1.8 -0.7 1.79
O 1.935861 -0.119772 1.655901 1.2 -0.3 1.0 -0.56
P 3.418594 -0.235478 1.633979 0.3 0.0 0.2 0.73
C 4.081430 -0.669544 0.010347 0.1 -0.1 0.1 -0.28
P 3.529733 0.483860 -1.282211 0.2 -0.1 -0.6 0.71
O 2.054045 0.497872 -1.300208 1.5 0.8 -0.5 -0.67
C 4.209811 2.109662 -0.927283 0.2 0.0 -0.3 -0.27
C 5.576979 2.389712 -0.892957 -0.2 -0.1 0.0 -0.10
C 6.011232 3.687044 -0.696731 -0.1 0.1 0.0 -0.09
C 5.080728 4.708231 -0.539251 -0.1 -0.1 0.0 -0.08
C 3.720911 4.430868 -0.572311 0.1 0.0 0.0 -0.06
C 3.278761 3.131879 -0.769037 0.2 0.0 0.0 -0.05
C 4.150328 -0.141394 -2.830114 0.0 -0.2 0.2 -0.27
C 3.575303 -1.360509 -3.200823 -0.1 0.1 0.0 -0.08
C 3.822308 -1.888509 -4.453659 0.0 0.0 -0.1 -0.04
C 4.649656 -1.204884 -5.330511 0.0 0.0 0.0 -0.07
C 5.201335 0.018191 -4.972365 0.1 0.0 -0.1 -0.10
C 4.939019 0.562303 -3.726490 0.2 0.2 0.0 -0.09
C 4.055661 -1.445342 2.815798 0.2 0.1 -0.2 -0.26
C 4.892843 -2.499318 2.466223 -0.2 0.1 0.0 -0.07
C 5.377760 -3.355254 3.443990 0.0 0.0 0.0 -0.08
C 5.035363 -3.150731 4.769425 0.0 0.0 0.1 -0.08
C 4.199233 -2.096286 5.122790 0.1 -0.2 0.0 -0.08
C 3.710048 -1.248233 4.151171 0.0 0.0 -0.1 -0.08
C 4.171146 1.320702 2.155130 0.0 -0.1 0.3 -0.27
C 5.553377 1.487768 2.260150 -0.3 0.0 0.0 -0.09
C 6.063954 2.664804 2.768851 -0.1 0.2 0.1 -0.09
C 5.197041 3.672507 3.186141 0.0 -0.1 0.0 -0.08
C 3.822759 3.503464 3.092362 0.2 0.0 0.0 -0.06
C 3.303497 2.325378 2.580036 0.2 -0.2 -0.1 -0.05
H 3.614562 -1.629093 -0.257173 0.2 0.0 0.0 0.10
H 5.167759 -0.779293 0.010271 0.0 0.0 0.1 0.08
H 6.301405 1.592947 -1.016009 0.0 0.0 0.0 0.11
H 7.070019 3.904818 -0.667920 0.1 0.0 0.0 0.10
H 5.420942 5.722913 -0.389427 0.0 0.1 0.0 0.10
H 2.998440 5.223423 -0.444492 0.0 0.1 0.0 0.11
H 2.223563 2.900608 -0.806590 -0.2 0.0 0.0 0.09
H 2.845610 -1.852524 -2.571430 -0.1 -0.1 0.1 0.09
H 3.320919 -2.798236 -4.747450 -0.1 -0.1 0.0 0.10
H 4.831099 -1.607324 -6.317344 0.0 0.0 -0.1 0.10
H 5.810031 0.568173 -5.679451 0.0 0.0 0.0 0.09
H 5.327008 1.544283 -3.473873 0.0 -0.1 0.0 0.09
H 5.147369 -2.677623 1.433209 0.0 0.0 -0.1 0.10
H 6.012794 -4.183826 3.166056 0.0 -0.1 0.0 0.10
H 5.411056 -3.820105 5.532315 0.0 0.0 0.0 0.10
H 3.916436 -1.948754 6.154675 0.0 0.0 0.1 0.11
H 3.047276 -0.438307 4.420790 -0.1 0.1 0.0 0.12
H 6.226346 0.698502 1.951239 0.0 -0.1 0.0 0.11
H 7.133145 2.801737 2.844507 0.1 0.0 0.0 0.10
H 5.599323 4.592200 3.585479 0.0 0.1 0.0 0.10
H 3.151163 4.283489 3.413910 -0.1 0.1 0.0 0.11
H 2.235336 2.182957 2.496440 -0.2 -0.1 0.0 0.10
C -4.247919 -4.508572 4.089372 0.0 0.0 0.0 -0.04
C -3.651372 -3.603859 5.119418 0.1 0.1 0.0 -0.21
C -3.918603 -3.774701 6.465126 0.0 0.0 0.0 -0.07
C -3.366720 -2.947721 7.431604 0.0 0.0 0.1 -0.11
C -2.505978 -1.938927 7.038222 0.0 0.0 0.1 -0.10
C -2.207182 -1.750781 5.701417 0.0 0.0 0.1 -0.05
C -2.789771 -2.558914 4.729384 -0.1 -0.2 0.2 -0.21
N -2.523328 -2.398788 3.383661 -0.1 -0.2 -0.3 0.14
C -1.865768 -1.328097 2.753616 -0.2 0.0 0.0 -0.37
N -2.311576 -0.128406 3.204545 -0.2 0.1 0.2 0.13
C -1.877730 1.230627 3.048457 0.0 0.0 0.0 -0.24
C -1.020837 1.623445 2.019281 -0.1 0.0 0.5 -0.21
C -0.691615 2.986962 2.048024 -0.1 -0.2 0.2 -0.20
C -1.176003 3.887633 2.983646 0.0 0.0 0.1 -0.14
C -2.065558 3.442799 3.946590 -0.1 0.1 0.1 -0.10
C -2.438240 2.109706 3.995365 0.0 0.0 0.0 -0.24
C -3.429979 1.670890 5.038567 0.0 0.0 0.1 -0.06
N -1.035086 -1.548082 1.809058 -0.1 0.1 0.3 0.00
C -0.649294 -2.892700 1.572639 0.0 0.1 0.1 -0.28
C -1.105422 -3.535175 0.432446 0.1 -0.2 0.0 -0.02
C -0.724577 -4.847249 0.178821 -0.1 0.2 -0.1 -0.08
C 0.110876 -5.508018 1.057791 0.0 -0.1 -0.1 -0.10
C 0.573707 -4.857195 2.187737 0.1 0.0 0.0 -0.07
C 0.205884 -3.552072 2.465171 0.0 0.1 0.1 -0.23
C 0.689063 -2.882989 3.716872 0.1 0.1 0.0 -0.04
H -4.956811 -5.194438 4.544768 -0.1 -0.1 0.0 0.07
H -3.485888 -5.106202 3.587491 0.1 -0.1 -0.1 0.09
H -4.761725 -3.941510 3.316778 -0.1 0.1 -0.1 0.09
H -4.586280 -4.573891 6.759399 -0.1 -0.1 0.0 0.10
H -3.602044 -3.095679 8.474949 0.0 0.0 0.1 0.09
H -2.048008 -1.294907 7.774512 0.0 0.1 0.1 0.10
H -1.511450 -0.982899 5.402830 0.1 0.1 0.0 0.11
H -2.534180 -3.234873 2.815986 0.0 0.0 0.0 0.13
H -3.085761 -0.242463 3.840654 0.1 0.1 -0.1 0.10
H -0.035414 3.379330 1.283637 0.2 0.1 -0.3 0.05
H -0.889623 4.930003 2.953101 0.0 0.2 0.0 0.08
H -2.490366 4.134065 4.667463 0.0 0.0 0.0 0.09
H -3.758716 2.526991 5.628426 0.0 0.0 0.0 0.07
H -3.016203 0.933831 5.728995 0.0 0.0 0.0 0.06
H -4.324202 1.227410 4.593704 -0.1 0.0 0.0 0.08
H -1.753135 -3.026265 -0.268603 -0.1 0.1 -0.2 0.04
H -1.056174 -5.304648 -0.736041 -0.1 -0.1 -0.2 0.07
H 0.424341 -6.518761 0.849463 0.0 -0.2 0.0 0.09
H 1.242093 -5.363912 2.870950 0.1 -0.1 0.1 0.10
H 1.673469 -3.259510 3.988976 0.1 0.0 0.1 0.06
H 0.021140 -3.074182 4.558999 -0.1 0.0 0.1 0.07
H 0.750894 -1.803375 3.585486 0.1 0.1 0.0 0.07
C -2.461429 2.397153 -2.330127 0.2 0.1 0.1 -0.24
S -0.901158 3.209670 -1.978579 -0.2 -0.2 -0.2 0.84
C -0.139970 2.967221 -3.584677 -0.1 0.1 0.2 -0.28
O -0.196533 2.265183 -1.039331 0.1 1.5 -0.4 -0.86
H -3.003063 2.976192 -3.069958 -0.1 0.1 -0.1 0.05
H -3.018446 2.356653 -1.399344 0.0 0.0 0.1 0.06
H -2.239874 1.393184 -2.687695 0.1 -0.3 -0.1 0.01
H -0.728791 3.497255 -4.324303 -0.1 0.1 -0.2 0.05
H -0.117367 1.895480 -3.791744 0.0 -0.2 -0.1 -0.08
H 0.862879 3.377101 -3.543181 0.2 0.1 0.1 0.04
Se 0.283806 -4.340251 -3.524892 0.1 -0.1 0.1 -0.40
Sb -1.354916 -2.550789 -4.049031 0.1 0.0 0.0 -0.47
Se -0.124712 -0.510010 -3.317243 0.1 0.1 0.1 -0.15
Se -1.790260 -2.431401 -6.464033 -0.1 0.0 0.0 -0.44
Se -3.394846 -2.564546 -2.636295 0.1 -0.1 0.1 -0.38
```
Forces are in eV/Å.

---

Question: What is the largest force on an atom in the second record?
Answer: 3.8 eV/A